[1]
The following is a quantum chemistry calculation of a structure of composition C44H51CsN6O3P2S4 in a non-equilibrium geometry, from the Open Molecules 2025 dataset.

Each line ends with the Löwdin charge.
CARTESIAN COORDINATES (ANGSTROEM)
Cs1 -0.9280 -0.6342 0.0248  0.996
C1 -0.6857 -3.0242 6.2243  -0.487
S1 -0.8791 -1.2429 6.3911  0.708
C2 -0.8952 -0.7029 4.6548  -1.193
S2 -1.8304 -1.5555 3.5038  0.374
N1 -0.2269 0.3967 4.5456  -0.139
N2 -0.1148 0.9452 3.2946  0.010
C3 -0.5782 2.1198 3.1934  -0.127
C4 -0.4342 2.9376 1.9802  -0.264
C5 -0.8933 4.2571 2.0186  -0.038
C6 -0.7394 5.0608 0.9006  -0.094
C7 -0.1449 4.5204 -0.2321  -0.075
C8 0.2703 3.1977 -0.1774  -0.134
N3 0.1469 2.4153 0.8916  0.112
H1 -0.7712 -3.4526 7.2265  0.012
H2 0.2887 -3.2786 5.8046  0.024
H3 -1.4692 -3.4181 5.5773  -0.014
H4 -1.0918 2.5883 4.0369  0.114
H5 -1.3618 4.6338 2.9203  0.105
H6 -1.0884 6.0866 0.9097  0.098
H7 -0.0179 5.0939 -1.1422  0.098
H8 0.7276 2.7381 -1.0490  0.080
O1 -2.7928 1.1451 0.0214  -0.673
P1 -4.0593 1.1632 -0.8124  0.560
C9 -4.1095 0.2119 -2.2056  -0.256
P2 -0.9231 -0.3878 -4.0331  0.273
O2 -0.5567 -0.5381 -2.5795  -0.698
C10 -2.3078 -1.5044 -4.3865  -0.328
C11 -2.2134 -2.8130 -3.9121  -0.088
C12 -3.2184 -3.7316 -4.1829  -0.097
C13 -4.3259 -3.3558 -4.9379  -0.114
C14 -4.4221 -2.0542 -5.4128  -0.098
C15 -3.4175 -1.1327 -5.1357  -0.095
C16 -1.4894 1.3135 -4.3465  -0.317
C17 -1.5919 2.1941 -3.2706  -0.083
C18 -1.9022 3.5343 -3.4881  -0.085
C19 -2.1402 3.9953 -4.7760  -0.098
C20 -2.0539 3.1178 -5.8516  -0.101
C21 -1.7135 1.7877 -5.6392  -0.126
C22 -5.4161 0.8812 0.4168  -0.242
C23 -5.4972 1.6225 1.5981  -0.074
C24 -6.5042 1.3872 2.5208  -0.099
C25 -7.4507 0.3935 2.2823  -0.118
C26 -7.3781 -0.3578 1.1184  -0.108
C27 -6.3664 -0.1094 0.1929  -0.088
C28 -4.4352 2.8910 -1.2712  -0.257
C29 -3.7590 3.9040 -0.6003  -0.096
C30 -4.0172 5.2404 -0.8873  -0.101
C31 -4.9504 5.5752 -1.8597  -0.114
C32 -5.6303 4.5674 -2.5388  -0.100
C33 -5.3776 3.2348 -2.2398  -0.071
H9 -4.9127 0.4113 -2.9096  -0.020
H10 -4.0293 -0.8485 -1.9747  -0.005
H11 -1.3545 -3.1029 -3.3179  0.106
H12 -3.1389 -4.7421 -3.7964  0.093
H13 -5.1146 -4.0710 -5.1436  0.087
H14 -5.2906 -1.7462 -5.9858  0.092
H15 -3.5193 -0.1082 -5.4725  0.094
H16 -1.4616 1.8205 -2.2614  0.080
H17 -1.9894 4.2073 -2.6444  0.082
H18 -2.4011 5.0365 -4.9387  0.092
H19 -2.2368 3.4725 -6.8603  0.089
H20 -1.5825 1.1130 -6.4755  0.082
H21 -4.7437 2.3764 1.8019  0.102
H22 -6.5440 1.9644 3.4389  0.092
H23 -8.2318 0.2002 3.0102  0.087
H24 -8.1038 -1.1430 0.9312  0.089
H25 -6.2985 -0.6869 -0.7239  0.089
H26 -3.0144 3.6218 0.1361  0.086
H27 -3.4788 6.0213 -0.3585  0.088
H28 -5.1472 6.6169 -2.0926  0.088
H29 -6.3545 4.8222 -3.3061  0.091
H30 -5.9017 2.4511 -2.7757  0.099
O3 4.6563 0.7902 -3.0291  -0.551
S3 3.6493 1.4765 -2.1586  0.914
C34 3.8751 3.2391 -2.5030  -0.342
C35 3.2586 3.4643 -3.8748  -0.242
C36 1.8828 2.8172 -3.7715  -0.222
C37 2.0732 1.4767 -3.0590  -0.342
H31 4.9444 3.4366 -2.4261  0.083
H32 3.3379 3.7954 -1.7246  0.087
H33 3.8680 2.9535 -4.6245  0.110
H34 3.2041 4.5210 -4.1397  0.105
H35 1.3992 2.6676 -4.7381  0.114
H36 1.2231 3.4598 -3.1836  0.092
H37 2.1563 0.6485 -3.7632  0.024
H38 1.2634 1.2328 -2.3654  0.056
C38 4.4192 -2.6544 -3.0103  -0.165
C39 2.9958 -2.1940 -3.2526  -0.221
N4 2.3869 -1.8600 -1.9766  0.086
C40 2.5758 -2.6263 -0.8393  -0.378
N5 1.7313 -2.5002 0.1160  0.023
C41 1.8775 -3.2224 1.3618  -0.241
C42 3.2985 -3.7340 1.5817  -0.171
C43 3.7843 -4.3724 0.2892  -0.183
N6 3.7275 -3.4030 -0.7910  -0.060
C44 4.3865 -3.8069 -2.0219  -0.181
H39 5.0001 -1.8226 -2.6079  0.104
H40 4.8725 -2.9729 -3.9501  0.112
H41 2.4262 -2.9692 -3.7807  0.109
H42 2.9840 -1.3134 -3.8867  0.061
H43 1.4732 -1.4214 -2.0202  0.079
H44 1.1727 -4.0624 1.3829  0.109
H45 1.5714 -2.5663 2.1803  0.104
H46 3.3269 -4.4523 2.4050  0.104
H47 3.9630 -2.9036 1.8318  0.114
H48 3.1695 -5.2575 0.0626  0.124
H49 4.8182 -4.7086 0.3679  0.109
H50 3.8710 -4.6664 -2.4819  0.121
H51 5.3913 -4.1410 -1.7549  0.110
S4 0.4823 -0.7827 -5.4459  0.185

Values from the calculation:
HOMO level: -2.03 eV
Net charge: -2
Gap between HOMO and LUMO: 5.632 eV

[2]
The following is a quantum chemistry calculation of a structure of composition C44H51F3NiO7Se in a non-equilibrium geometry, from the Open Molecules 2025 dataset.

Each line ends with the Löwdin charge.
CARTESIAN COORDINATES (ANGSTROEM)
Ni1 -0.9080 -1.4577 0.3419  0.623
C1 4.4605 4.2483 -1.3806  -0.081
C2 4.2930 3.2245 -0.2554  -0.572
C3 5.5256 2.3274 -0.2161  -0.068
C4 4.1808 3.9382 1.1113  -0.058
C5 3.0494 2.3875 -0.4861  -0.199
C6 2.7360 1.3720 0.4120  -0.090
C7 1.7098 0.4777 0.0967  -0.366
Se1 1.5249 -0.9840 1.3443  1.203
C8 0.5461 0.0208 2.7117  -0.347
C9 1.3052 0.6898 3.6421  -0.107
C10 0.6731 1.3454 4.6867  -0.202
C11 -0.7189 1.2740 4.7773  -0.013
C12 -1.5069 0.6011 3.8635  -0.097
C13 -0.8965 0.1526 2.6451  -0.333
O1 -1.5185 -0.0553 1.5216  -0.141
C14 -3.0045 0.4259 4.1843  -0.544
C15 -3.1377 -0.2647 5.5602  -0.070
C16 -3.7532 -0.4757 3.1857  -0.059
C17 -3.6950 1.7904 4.2050  -0.065
C18 1.5555 2.0958 5.7003  -0.565
C19 2.3053 3.2464 5.0278  -0.059
C20 2.5673 1.1002 6.2859  -0.070
C21 0.6811 2.6223 6.8503  -0.082
C22 0.8678 0.5599 -1.0675  -0.325
O2 -0.0886 -0.3112 -1.2266  -0.184
C23 1.1845 1.6643 -1.9448  -0.081
C24 2.2229 2.5079 -1.6147  -0.007
C25 0.4069 1.8859 -3.2602  -0.538
C26 0.6823 0.7630 -4.2578  -0.048
C27 0.8297 3.2179 -3.9500  -0.083
C28 -1.0830 1.9186 -2.9669  -0.052
H1 5.3359 4.9224 -1.2045  0.082
H2 4.6215 3.7105 -2.3473  0.093
H3 3.5782 4.9134 -1.4839  0.089
H4 6.4531 2.8779 -0.0249  0.074
H5 5.5107 1.5378 0.5754  0.090
H6 5.6635 1.8317 -1.1763  0.083
H7 4.8647 4.8030 1.1473  0.072
H8 3.1700 4.3103 1.3316  0.089
H9 4.4550 3.2490 1.9349  0.073
H10 3.3199 1.2214 1.3071  0.085
H11 2.4034 0.6446 3.5755  0.097
H12 -1.2031 1.7329 5.6157  0.079
H13 -2.5613 -1.2325 5.6163  0.106
H14 -2.8391 0.4051 6.3921  0.068
H15 -4.1961 -0.4921 5.7820  0.071
H16 -3.3244 -1.4991 3.2016  0.099
H17 -4.8193 -0.5486 3.4453  0.074
H18 -3.6746 -0.0627 2.1695  0.083
H19 -3.2217 2.4969 4.9167  0.073
H20 -3.5924 2.2689 3.2282  0.087
H21 -4.7698 1.6904 4.4786  0.082
H22 3.0512 2.8905 4.2861  0.074
H23 1.5773 3.8987 4.5040  0.094
H24 2.8580 3.8556 5.7581  0.073
H25 3.3357 0.8193 5.5675  0.066
H26 3.0756 1.5158 7.1566  0.066
H27 2.0701 0.1415 6.6323  0.110
H28 -0.0823 3.3313 6.5060  0.080
H29 0.1290 1.7931 7.3235  0.086
H30 1.2875 3.1218 7.6256  0.077
H31 2.3680 3.3372 -2.2698  0.059
H32 1.7487 0.7198 -4.5282  0.087
H33 0.4478 -0.2247 -3.8595  0.064
H34 0.0906 0.9139 -5.1846  0.083
H35 1.8901 3.2085 -4.2503  0.075
H36 0.2846 3.3504 -4.8995  0.076
H37 0.6470 4.1158 -3.3173  0.089
H38 -1.4176 1.0123 -2.4017  0.093
H39 -1.3524 2.8300 -2.3715  0.095
H40 -1.6467 1.9898 -3.9224  0.082
O3 -0.4700 -2.3388 -2.9632  -0.052
C29 -1.7330 -2.9417 -3.1453  -0.334
C30 -2.6019 -3.0005 -1.8304  -0.485
O4 -3.5403 -3.8317 -1.7786  0.003
O5 -2.3377 -2.1147 -0.8775  -0.089
C31 -2.4888 -2.1587 -4.2208  -0.112
C32 -3.8866 -1.9668 -4.1790  -0.003
C33 -4.5422 -1.2632 -5.1970  -0.093
C34 -3.8220 -0.7548 -6.2565  -0.122
C35 -2.4548 -1.0171 -6.3466  -0.098
C36 -1.8129 -1.7004 -5.3404  -0.036
C37 -1.4702 -4.3607 -3.6521  -0.109
C38 -0.1546 -4.8614 -3.6414  -0.013
C39 0.1398 -6.0593 -4.2628  -0.096
C40 -0.8747 -6.7755 -4.8976  -0.124
C41 -2.1834 -6.3338 -4.8212  -0.100
C42 -2.4935 -5.1530 -4.1662  -0.024
H41 -0.5414 -1.4649 -2.4578  0.079
H42 -4.4610 -2.3884 -3.3681  0.106
H43 -5.6001 -1.0759 -5.0788  0.091
H44 -4.2653 -0.1157 -7.0177  0.088
H45 -1.9355 -0.6738 -7.2246  0.089
H46 -0.7560 -1.9181 -5.4021  0.119
H47 0.6143 -4.2809 -3.1528  0.109
H48 1.1656 -6.4356 -4.2482  0.096
H49 -0.6501 -7.6763 -5.4367  0.079
H50 -2.9873 -6.9064 -5.2604  0.089
H51 -3.5213 -4.8590 -4.0234  0.109
F1 0.3035 -5.6341 0.1961  0.109
C43 0.4916 -4.3578 0.6783  -0.448
F2 0.4208 -3.5567 -0.4546  0.065
F3 1.8331 -4.2571 0.9764  0.074
C44 -0.3964 -3.9621 1.8571  -0.500
O6 -0.4609 -4.7108 2.8404  0.043
O7 -1.0596 -2.8059 1.7907  -0.108

Values from the calculation:
HOMO level (alpha / beta): -2.37 / -2.37 eV
Net charge: -2
Spin multiplicity: 3
Gap between HOMO and LUMO (alpha / beta): 6.330 / 6.333 eV